290
Properties=species:S:1:pos:R:3:forces:R:3 method="wB97M-V/def2-TZVPD" homo_ha=-0.73416 energy_ev=-167286.4788 fmax_ev_per_a=4.745 total_charge=+8
C 2.19318 -6.23012 -3.94193 0.332 0.017 -0.764
O 2.30722 -7.52808 -4.56096 -0.527 0.859 0.738
C 1.16167 -8.03270 -5.21270 -1.022 -1.063 -0.749
C 0.97839 -9.50819 -4.90458 0.792 0.570 -0.046
N 2.22428 -10.27476 -5.34357 -1.662 0.777 1.873
H 1.80662 -11.16142 -5.58750 0.977 -1.074 -0.019
H 2.42331 -9.80631 -6.21595 1.058 -0.111 -0.389
C 3.33573 -10.34166 -4.30506 0.781 -0.855 -0.958
C 4.54998 -11.12102 -4.88144 -1.199 0.693 1.055
O 4.04627 -12.34880 -5.33366 1.518 -0.502 0.083
C 5.11796 -13.22714 -5.87970 -0.751 0.391 -1.644
H 1.24277 -6.07224 -3.43213 0.070 -0.251 0.164
H 2.33079 -5.41253 -4.64954 -0.406 -0.094 -0.638
H 3.05165 -6.05928 -3.29235 -0.184 -0.659 0.424
H 1.19162 -7.91768 -6.29620 0.348 0.463 -0.161
H 0.15900 -7.72697 -4.91387 0.220 1.341 0.357
H 0.17725 -9.97597 -5.47684 -0.273 0.465 0.120
H 0.73873 -9.50347 -3.84127 0.526 -1.080 0.067
H 2.98488 -10.89027 -3.43097 -0.502 -0.143 -0.337
H 3.60568 -9.34291 -3.96194 -0.183 -0.009 -0.533
H 5.17778 -11.14892 -3.99082 0.500 -0.730 0.097
H 5.11428 -10.49998 -5.57712 -0.126 -0.234 -0.708
H 6.08312 -13.19202 -5.37440 -0.389 0.154 0.341
H 5.21790 -12.95315 -6.92996 0.585 0.783 0.010
H 4.79731 -14.24600 -6.09697 -0.545 -0.071 1.332
C -1.45944 3.76327 2.30375 -0.374 -0.551 -0.759
O -1.98122 2.60445 1.71990 -1.368 -1.638 -0.394
C -2.99258 2.74469 0.72049 1.538 0.245 -0.060
C -3.14044 1.42888 0.01668 1.524 -0.965 -0.348
N -1.71194 0.91762 -0.28859 -0.798 -2.207 -1.354
H -1.09499 1.55943 -0.76563 0.018 1.197 0.199
H -1.27858 0.65903 0.58630 0.398 0.042 0.557
C -1.59496 -0.29028 -1.28622 0.381 -1.124 0.986
C -0.15691 -0.95398 -1.15687 -0.320 2.973 -0.385
O -0.12567 -2.25972 -1.53943 0.553 -3.241 -0.242
C 1.14797 -2.84084 -1.19171 0.634 1.299 -0.586
H -2.26537 4.35394 2.73929 0.203 0.096 0.639
H -1.03475 4.37359 1.50673 0.514 0.301 0.126
H -0.73188 3.28277 2.95787 0.158 1.073 0.518
H -2.52979 3.41170 -0.00685 -0.718 0.706 -0.267
H -3.96123 3.05414 1.11301 0.132 0.345 0.071
H -3.64114 1.47742 -0.95029 -0.211 0.057 0.192
H -3.57734 0.67394 0.67035 -0.070 -0.116 -0.230
H -1.92687 0.06428 -2.26204 0.509 0.068 0.054
H -2.25306 -1.12443 -1.04292 -0.539 0.444 0.496
H 0.21685 -0.84357 -0.13893 -0.117 0.211 0.343
H 0.53720 -0.44885 -1.82855 0.125 0.687 0.155
H 1.62631 -3.53502 -1.88265 -1.480 -1.073 -0.221
H 1.22769 -3.16583 -0.15434 -0.240 -0.029 -0.014
H 1.95019 -2.12269 -1.36143 -0.103 1.031 0.620
C 8.15519 -0.08329 -8.83396 1.314 1.902 -0.347
O 7.24619 -0.37332 -7.80229 -0.991 -0.217 2.196
C 7.35949 -1.67722 -7.24026 0.198 0.468 -1.127
C 6.55703 -1.98680 -5.93548 -0.638 -0.196 -1.341
N 5.02942 -1.76719 -6.14666 -0.485 0.533 2.619
H 4.88054 -0.86007 -6.56506 -0.101 0.243 -0.840
H 4.55726 -2.50213 -6.65365 0.367 -0.082 -0.917
C 4.15820 -1.70485 -4.79046 1.039 0.379 -1.806
C 2.65748 -1.45906 -5.06228 -1.207 0.949 -0.898
O 2.38816 -0.30845 -5.90499 1.118 0.158 0.385
C 1.00547 0.10174 -6.00354 -0.760 -0.783 0.557
H 9.10779 -0.61086 -8.88216 -0.624 -1.428 -0.200
H 8.65421 0.85274 -8.58308 -0.602 0.683 0.134
H 7.64355 0.10759 -9.77730 0.145 -0.671 -0.045
H 8.42042 -1.87328 -7.08503 0.013 -0.329 0.536
H 7.06104 -2.28077 -8.09743 -0.283 -1.090 0.504
H 6.86307 -1.47648 -5.02224 -0.106 0.480 -0.331
H 6.65279 -3.05240 -5.72707 0.138 -0.015 -0.139
H 4.63964 -0.90263 -4.23120 -0.294 0.015 0.124
H 4.41318 -2.66670 -4.34557 -0.559 0.075 0.294
H 2.10780 -1.29030 -4.13629 0.374 -0.076 0.612
H 2.11068 -2.28280 -5.52116 0.494 -0.610 -0.108
H 0.82982 1.12547 -6.33403 0.990 -0.002 -0.172
H 0.49736 0.04343 -5.04098 0.224 -0.061 0.391
H 0.41716 -0.53656 -6.66275 0.345 -0.230 -0.255
C -5.24388 -6.57373 5.31952 -0.121 -0.755 0.052
O -3.99721 -5.90525 5.34449 1.524 1.474 -0.306
C -2.82584 -6.55208 5.81471 -0.717 -1.764 -0.529
C -1.56246 -5.71699 5.62368 -1.744 -0.108 1.142
N -1.85657 -4.40328 6.39014 2.330 0.556 -2.009
H -2.65107 -3.99451 5.91921 -0.404 0.275 -0.264
H -2.16469 -4.52971 7.34365 0.132 -0.629 0.496
C -0.64781 -3.42448 6.35369 -0.564 0.086 0.481
C -0.56274 -2.55049 5.07937 0.562 0.345 0.833
O -0.79163 -3.24042 3.92371 -1.561 -2.105 -1.734
C -0.34482 -2.73244 2.68472 1.138 0.763 -0.941
H -5.55045 -6.90849 6.31050 -0.395 0.824 0.255
H -5.29225 -7.52251 4.78513 0.717 -0.026 -0.620
H -5.86779 -5.86439 4.77575 -0.521 -0.228 0.693
H -2.70366 -7.44169 5.19684 0.300 -0.357 0.051
H -2.99784 -6.92573 6.82412 0.285 0.225 0.360
H -1.41019 -5.59217 4.55161 0.053 0.954 0.291
H -0.67434 -6.18615 6.04705 -0.238 0.027 0.204
H 0.25337 -3.95886 6.65437 -0.126 -0.466 -0.625
H -0.78825 -2.75411 7.20162 -0.210 0.200 -0.105
H 0.45012 -2.15999 4.98070 0.113 0.538 0.722
H -1.28833 -1.74968 5.22194 0.009 0.403 -0.169
H -0.89573 -1.96271 2.14425 -0.840 0.471 1.095
H -0.29821 -3.44076 1.85754 -0.061 -1.167 0.764
H 0.65548 -2.30923 2.77639 0.124 -0.022 0.219
C -9.68973 0.48625 -6.35468 1.048 0.662 1.139
O -8.65488 1.29036 -5.65974 0.077 -0.041 -0.389
C -8.48056 1.07653 -4.27913 -1.029 -0.476 -0.691
C -7.10324 1.46567 -3.89729 1.257 0.583 -0.451
N -6.89408 2.95499 -4.27484 1.360 -0.505 0.119
H -7.01080 3.08922 -5.26905 -0.714 -0.385 -0.579
H -7.60576 3.49070 -3.79878 -0.191 0.542 0.281
C -5.51132 3.49457 -4.01335 0.331 1.373 0.286
C -5.26453 3.78303 -2.55597 -0.852 -1.440 2.087
O -6.49328 4.15536 -1.83905 1.857 -0.219 -1.256
C -6.33039 3.93372 -0.46944 -1.042 -0.346 1.389
H -9.36306 -0.54817 -6.46132 0.183 0.037 -0.013
H -9.76660 0.96864 -7.32910 -0.444 -0.162 0.268
H -10.57052 0.50517 -5.71285 -0.325 0.154 -0.546
H -8.68653 0.03299 -4.04101 0.321 -0.132 0.316
H -9.15768 1.68095 -3.67558 -0.562 0.154 0.008
H -6.33515 0.92787 -4.45309 -0.107 -0.067 0.148
H -6.91718 1.37694 -2.82696 -0.021 0.030 -0.123
H -5.30387 4.46151 -4.47170 -1.071 -0.013 -0.794
H -4.73603 2.86314 -4.44733 -0.349 -0.519 0.294
H -4.48110 4.50257 -2.31806 -0.090 0.334 -0.696
H -4.90354 2.86770 -2.08698 -0.060 -0.334 0.083
H -6.65648 2.94597 -0.14369 -0.603 -0.423 -0.423
H -6.95748 4.64869 0.06318 0.087 0.063 -0.016
H -5.34514 3.91327 -0.00366 0.606 0.923 -0.831
C 4.42698 -0.09197 -1.16361 1.095 -1.031 -0.497
O 4.36958 0.79701 -2.27187 0.676 -0.443 0.243
C 3.18073 1.51639 -2.24380 0.362 2.690 -1.752
C 3.24708 2.55167 -3.46788 0.535 -1.092 -0.148
N 4.63325 3.26640 -3.48172 -0.914 0.329 -0.597
H 4.69750 3.80701 -2.63101 0.284 0.230 0.306
H 5.33204 2.53718 -3.47480 0.181 -0.459 0.631
C 5.08094 4.11124 -4.69521 -0.778 0.014 0.505
C 4.43501 5.47370 -4.91059 -1.289 0.475 -1.669
O 3.19783 5.71621 -4.24932 0.065 0.614 0.060
C 2.57307 6.92176 -4.76538 -0.709 0.545 0.511
H 3.63327 -0.82804 -1.29147 -0.448 0.271 0.746
H 4.55952 0.37761 -0.18892 -0.926 0.327 0.020
H 5.33298 -0.69520 -1.22179 0.271 0.139 -0.515
H 3.16621 2.15294 -1.35910 -0.514 -0.293 0.510
H 2.29559 0.89073 -2.35856 -0.166 0.172 0.164
H 2.41741 3.25606 -3.52770 0.300 0.253 0.424
H 3.20972 1.99775 -4.40590 0.135 -0.127 -0.052
H 4.87370 3.46226 -5.54608 0.216 0.031 0.083
H 6.14169 4.34569 -4.60609 0.100 -0.763 0.174
H 4.18975 5.44398 -5.97223 0.000 0.021 -0.350
H 5.12916 6.31408 -4.90586 0.203 -0.007 1.006
H 2.56395 7.04946 -5.84783 0.418 -0.499 -0.058
H 2.90871 7.85925 -4.32203 1.136 -0.165 0.025
H 1.52724 7.00043 -4.46849 -0.237 -1.033 0.026
C -4.46239 0.69963 3.46271 1.463 0.265 -0.428
O -4.46183 -0.52359 2.74750 -0.941 -0.437 -0.464
C -5.77940 -0.94871 2.41662 -0.910 -0.774 2.415
C -5.79482 -2.34701 1.89044 1.352 -0.780 -1.442
N -4.58592 -3.11526 2.57661 -0.874 -0.620 -1.895
H -3.75622 -2.66376 2.21906 0.310 0.490 -0.181
H -4.67167 -2.80751 3.53475 0.260 -0.683 0.650
C -4.28901 -4.66734 2.27986 -2.018 1.165 0.600
C -4.21481 -4.94641 0.78910 0.854 0.321 0.574
O -3.15500 -4.19937 0.27212 0.697 1.639 0.837
C -2.98768 -4.33744 -1.12181 -0.222 -1.264 -0.312
H -4.75861 0.69996 4.51169 -1.016 -0.486 -0.176
H -4.97137 1.41511 2.81686 -0.076 0.483 0.579
H -3.39869 0.91782 3.55772 0.066 0.516 -0.413
H -6.48181 -0.31081 1.88014 0.767 0.462 -0.753
H -6.34498 -1.09286 3.33719 0.098 0.579 0.810
H -5.64713 -2.30671 0.81124 0.432 -0.597 -0.054
H -6.76569 -2.80346 2.08321 0.331 -0.330 0.236
H -5.15766 -5.18348 2.68870 0.038 -0.076 -0.028
H -3.43606 -4.96949 2.88755 0.151 0.424 -0.299
H -5.15215 -4.72839 0.27727 -0.160 -0.116 -0.026
H -3.94743 -6.00013 0.70974 -0.470 -0.408 -0.125
H -2.78706 -5.40340 -1.22945 -0.241 -0.334 -0.765
H -2.10790 -3.84644 -1.53776 -0.208 0.575 0.590
H -3.89938 -4.04005 -1.63993 0.150 0.043 -0.254
C 0.79863 -6.05557 -0.16572 0.910 -1.296 -0.857
O 2.18533 -6.22689 -0.60313 -0.900 1.128 -0.299
C 2.78625 -7.44886 -0.26128 0.237 -0.037 -0.216
C 3.88962 -7.05288 0.63711 1.413 0.785 1.959
N 4.93637 -6.23780 -0.07552 0.357 -0.776 -0.247
H 5.28239 -6.86550 -0.78711 0.384 -0.102 -0.534
H 4.34570 -5.56643 -0.54508 0.291 1.127 -0.199
C 6.18747 -5.66738 0.61532 -0.532 1.787 1.371
C 5.74470 -4.57449 1.73860 -0.721 -1.423 -2.582
O 4.85320 -3.69941 1.00563 0.687 -0.759 1.559
C 4.03757 -2.87880 1.89057 -0.528 -0.248 -1.955
H 0.72639 -6.34117 0.88372 -0.214 0.209 0.061
H 0.27998 -6.77454 -0.79989 -0.710 0.096 0.346
H 0.43637 -5.04939 -0.37657 0.356 -0.264 0.132
H 3.18112 -7.93916 -1.15111 -0.315 -0.252 -0.274
H 2.16582 -8.13627 0.31372 -0.320 -0.046 -0.259
H 4.42659 -7.84077 1.16530 -0.349 -0.069 0.136
H 3.41747 -6.30371 1.27266 0.275 -0.436 0.783
H 6.78940 -5.18112 -0.15236 -0.262 -0.062 -0.141
H 6.78361 -6.48150 1.02754 -0.331 -0.096 0.078
H 6.53593 -3.97958 2.19482 0.324 -0.496 -0.156
H 5.22668 -5.19775 2.46750 -0.217 0.455 0.464
H 3.92264 -1.98764 1.27354 0.046 0.476 0.824
H 4.39130 -2.72247 2.90966 0.333 0.061 -0.309
H 3.04585 -3.33102 1.88136 -0.143 -0.113 0.525
C 6.28181 1.71648 1.97847 -0.398 0.791 0.343
O 5.42647 1.27613 3.03329 -0.225 -1.079 -1.116
C 5.15440 2.24588 3.97997 0.976 0.007 1.980
C 4.41835 3.48116 3.54924 -0.228 1.296 -0.939
N 3.24104 3.09748 2.71561 -2.117 0.920 0.783
H 3.56570 2.55549 1.92760 -0.378 -0.579 -0.097
H 2.56506 2.59403 3.27210 0.271 -1.713 0.585
C 2.16683 4.12794 2.22322 2.799 0.089 -1.601
C 1.82535 5.14838 3.23668 -0.942 1.233 2.161
O 1.59185 4.48546 4.45686 -0.047 -0.144 1.604
C 1.43038 5.26359 5.68779 -0.360 -1.407 0.257
H 6.77404 0.92410 1.41461 -0.298 -0.347 0.513
H 7.04261 2.40283 2.35021 0.185 -0.055 0.085
H 5.65551 2.27972 1.28666 0.073 0.247 -0.527
H 6.08938 2.45262 4.50073 0.380 1.061 -0.306
H 4.65452 1.84947 4.86376 -0.743 -0.818 -0.547
H 4.98361 4.15583 2.90627 0.362 -0.007 0.119
H 4.06198 4.06428 4.39839 0.085 -0.219 0.015
H 1.31098 3.61271 1.78716 0.243 -0.478 0.472
H 2.74656 4.53419 1.39438 -0.624 0.768 -0.196
H 0.89384 5.66056 2.99575 0.077 0.045 -0.646
H 2.54163 5.93420 3.47656 0.550 -0.002 -0.806
H 0.49066 5.80024 5.81833 -0.244 0.181 -0.902
H 2.21673 5.92800 6.04599 0.538 -0.024 -0.881
H 1.35547 4.47396 6.43544 0.203 -0.004 0.053
C 1.91048 8.33259 1.76149 -0.054 1.824 0.330
O 1.47660 7.08353 1.23081 2.001 -0.244 -2.461
C 2.22141 6.85844 -0.06010 -2.485 1.151 -0.461
C 1.27685 6.22634 -1.12645 -1.225 -1.351 1.622
N -0.18482 6.80833 -1.03867 1.795 0.507 -0.683
H -0.41087 7.23795 -0.15299 0.548 0.026 0.996
H -0.14314 7.59232 -1.67407 -0.639 0.317 -0.577
C -1.29890 5.84013 -1.29196 0.104 0.204 0.754
C -2.61988 6.49459 -0.87922 0.050 -0.551 -0.681
O -2.65233 6.56513 0.51765 -1.179 0.541 0.986
C -3.97234 6.88242 1.07972 0.467 0.058 1.396
H 1.45409 9.18396 1.25653 -0.534 -0.117 -0.342
H 2.95999 8.61051 1.66468 0.397 -0.949 -0.031
H 1.65543 8.49415 2.80884 -0.185 -0.759 0.045
H 3.20353 6.39441 0.03044 -0.290 -0.399 0.287
H 2.38922 7.78503 -0.60909 0.451 0.802 1.002
H 1.08721 5.16312 -0.97912 0.248 -0.079 -0.005
H 1.64294 6.36102 -2.14426 -0.055 0.159 0.113
H -1.06892 5.09257 -0.53279 -0.209 -0.530 -0.576
H -1.22647 5.47782 -2.31743 -0.206 -0.061 0.238
H -3.45797 5.87200 -1.19240 0.059 0.015 -0.471
H -2.67339 7.46216 -1.37826 -0.417 0.334 0.093
H -4.75741 6.12879 1.01796 0.217 -0.317 -1.288
H -4.37731 7.87900 0.90383 0.321 -0.032 -0.902
H -3.89199 6.88399 2.16675 0.884 0.090 0.137
C -1.95547 3.61117 6.63269 -0.374 0.700 -0.648
O -2.82459 4.70427 7.03362 0.360 -1.141 -0.414
C -3.26963 5.62536 6.07165 -0.484 0.868 1.273
C -4.12620 6.65734 6.87142 1.196 -0.664 -0.564
N -3.28381 7.64573 7.78165 -0.503 -1.927 -0.511
H -2.87905 8.21922 7.05544 0.432 0.696 0.344
H -4.02557 8.15534 8.24010 0.022 0.521 0.602
C -2.15762 7.16530 8.82090 -0.798 2.087 -2.072
C -2.70035 6.22199 9.79811 0.172 -2.100 -0.103
O -4.02151 6.46381 10.17058 0.019 0.232 0.191
C -4.13915 7.53448 11.11251 0.381 0.457 0.445
H -2.18053 2.69363 7.17636 0.144 0.533 0.728
H -0.92599 3.96241 6.70270 0.059 -0.389 0.339
H -2.08815 3.27345 5.60486 -0.336 0.503 -0.450
H -3.93079 5.21727 5.30716 -0.206 -0.428 0.032
H -2.47948 6.13131 5.51687 0.538 0.077 0.075
H -4.90355 6.10795 7.40245 0.352 0.333 0.567
H -4.60703 7.29290 6.12780 -0.042 0.298 0.247
H -1.81032 8.03592 9.37724 -0.131 0.563 -0.769
H -1.38668 6.80712 8.13865 0.121 -0.276 0.511
H -1.95684 6.22972 10.59513 -0.256 -0.094 0.608
H -2.61924 5.24650 9.31858 -0.574 -0.259 0.421
H -3.63108 8.42430 10.74076 -0.293 0.387 -0.285
H -3.61887 7.35092 12.05257 -0.052 -0.583 0.077
H -5.18261 7.74565 11.34642 0.096 -0.184 -0.357
B 1.37459 0.43810 2.38169 0.621 -0.656 0.177
F 1.85791 1.08873 1.24567 0.272 0.757 -0.579
F 0.07404 0.06586 2.18408 -1.569 -0.545 -0.853
F 2.20717 -0.63723 2.64846 0.234 -0.806 -0.141
F 1.36035 1.22823 3.50255 0.333 1.629 1.072
B -0.28054 2.93322 -2.63569 0.496 -1.263 -0.012
F 0.21547 3.77847 -3.56266 1.640 0.937 -0.739
F 0.18293 3.12240 -1.32287 1.474 0.265 1.047
F -1.57621 3.12628 -2.55043 -4.664 0.812 0.321
F -0.12473 1.58095 -2.94762 1.182 -0.782 -0.362
B -4.67373 -0.95353 -2.64831 -1.694 -1.686 -1.849
F -4.34065 0.34606 -2.98244 0.299 1.598 1.020
F -5.99787 -1.22891 -2.99556 -0.988 0.712 -0.214
F -3.89831 -1.75302 -3.43790 1.613 -0.985 -0.511
F -4.58994 -1.38464 -1.34243 0.957 0.627 2.122